1.
{
  "formula": "C4H3F3",
  "method": "ωB97M-V with the def2-TZVPD basis set",
  "species": ["F", "C", "C", "C", "F", "C", "F", "H", "H", "H"],
  "coordinates": [[2.552, 0.455, 0.326], [1.250, 0.317, 0.153], [0.269, 1.050, -0.396], [-0.897, 0.103, -0.200], [-1.880, 0.691, 0.579], [-0.065, -0.978, 0.362], [0.135, -2.056, -0.381], [-0.003, 1.952, -0.812], [-1.381, -0.231, -1.103], [0.019, -1.302, 1.472]],
  "e_lumo_ev": 1.00,
  "smiles": "FC1=C[C@H](F)[C@H]1F",
  "multiplicity": 1,
  "gap_ev": 11.3,
  "max_force_ev_per_a": 6.39,
  "de_lowest_kcal_mol": 44.7
}

---

2.
{
  "formula": "C8H24O8Rb",
  "method": "ωB97M-V with the def2-TZVPD basis set",
  "species": ["Rb", "C", "C", "O", "O", "H", "H", "H", "H", "H", "H", "C", "C", "O", "O", "H", "H", "H", "H", "H", "H", "C", "C", "O", "O", "H", "H", "H", "H", "H", "H", "C", "C", "O", "O", "H", "H", "H", "H", "H", "H"],
  "coordinates": [[1.008, -21.331, -3.384], [4.356, -15.042, -4.882], [3.587, -15.601, -6.028], [3.242, -16.970, -5.940], [5.066, -13.869, -5.235], [5.074, -15.756, -4.480], [3.682, -14.733, -4.083], [4.150, -15.506, -6.957], [2.726, -14.948, -6.171], [2.837, -17.187, -6.783], [4.608, -13.413, -5.945], [-0.970, -16.574, 0.212], [-2.366, -16.082, -0.070], [-2.633, -16.355, -1.469], [-0.933, -18.004, -0.001], [-0.837, -16.299, 1.258], [-0.328, -16.100, -0.531], [-2.492, -15.031, 0.191], [-3.151, -16.565, 0.512], [-2.045, -15.808, -1.995], [-1.512, -18.390, 0.660], [5.158, -21.397, 2.417], [5.360, -20.363, 1.267], [5.174, -21.140, 0.054], [6.272, -22.365, 2.444], [4.164, -21.844, 2.418], [5.316, -20.680, 3.223], [6.342, -19.892, 1.311], [4.529, -19.667, 1.380], [5.774, -21.863, 0.249], [6.071, -22.945, 3.182], [-1.221, -26.944, -4.678], [-1.543, -26.166, -5.983], [-1.831, -24.803, -5.852], [-0.946, -28.260, -4.887], [-2.099, -26.895, -4.034], [-0.353, -26.518, -4.176], [-2.342, -26.653, -6.543], [-0.664, -26.226, -6.624], [-2.669, -24.632, -6.288], [-0.225, -28.439, -4.280]],
  "total_charge": 1,
  "e_lumo_ev": -3.90,
  "multiplicity": 1,
  "gap_ev": 8.2,
  "max_force_ev_per_a": 3.08,
  "de_lowest_kcal_mol": 54.5
}

---

3.
{
  "formula": "C44H37MoN4O3S2Sb",
  "method": "ωB97M-V with the def2-TZVPD basis set",
  "species": ["Mo", "C", "N", "C", "C", "C", "C", "C", "N", "C", "C", "C", "C", "C", "C", "H", "H", "H", "H", "H", "H", "H", "H", "H", "H", "H", "S", "C", "C", "N", "C", "S", "C", "N", "O", "C", "C", "C", "C", "C", "C", "C", "O", "O", "H", "H", "H", "H", "H", "C", "C", "C", "C", "C", "C", "C", "Sb", "C", "C", "C", "C", "C", "C", "C", "C", "C", "C", "C", "C", "C", "C", "H", "H", "H", "H", "H", "H", "H", "H", "H", "H", "H", "H", "H", "H", "H", "H", "H", "H", "H", "H", "H"],
  "coordinates": [[0.887, -1.597, -0.081], [1.233, -4.797, 0.057], [0.804, -3.620, -0.723], [0.299, -3.783, -1.902], [-0.114, -2.625, -2.600], [-0.631, -2.406, -3.856], [-0.710, -1.005, -4.013], [-0.236, -0.444, -2.854], [0.127, -1.410, -1.951], [0.378, -5.011, 1.279], [-0.980, -5.280, 1.134], [-1.784, -5.443, 2.251], [-1.233, -5.340, 3.522], [0.123, -5.093, 3.673], [0.926, -4.932, 2.552], [2.275, -4.646, 0.343], [1.197, -5.668, -0.602], [0.213, -4.772, -2.344], [-0.909, -3.160, -4.575], [-1.059, -0.469, -4.880], [-0.111, 0.604, -2.649], [-1.414, -5.367, 0.143], [-2.837, -5.659, 2.132], [-1.860, -5.467, 4.395], [0.556, -5.030, 4.662], [1.988, -4.747, 2.673], [0.436, 0.829, 0.503], [-0.347, 0.693, 2.094], [-0.308, 1.827, 2.958], [-0.274, 2.744, 3.649], [-0.774, -0.512, 2.508], [-0.593, -2.026, 1.635], [-1.370, -0.650, 3.803], [-1.876, -0.756, 4.829], [6.432, 0.089, 0.932], [6.144, -1.108, 1.461], [7.103, -1.876, 2.119], [6.770, -3.104, 2.649], [5.471, -3.605, 2.541], [4.518, -2.860, 1.893], [4.831, -1.606, 1.340], [3.834, -0.811, 0.652], [3.855, 0.267, 0.169], [2.556, -1.533, 0.554], [7.360, 0.306, 1.084], [8.114, -1.497, 2.210], [7.529, -3.683, 3.157], [5.221, -4.566, 2.967], [3.506, -3.227, 1.813], [2.203, 2.104, -1.907], [1.359, 3.238, -2.408], [1.935, 4.149, -3.295], [1.263, 5.273, -3.743], [-0.025, 5.534, -3.298], [-0.626, 4.649, -2.423], [0.050, 3.498, -2.000], [-1.147, 2.356, -0.692], [-2.811, 1.524, -1.718], [-3.402, 2.483, -2.542], [-4.518, 2.155, -3.291], [-5.032, 0.868, -3.218], [-4.446, -0.067, -2.384], [-3.328, 0.237, -1.609], [-2.802, -0.804, -0.667], [-1.814, 3.678, 0.775], [-1.120, 4.884, 0.879], [-1.541, 5.835, 1.787], [-2.651, 5.573, 2.579], [-3.325, 4.367, 2.474], [-2.919, 3.382, 1.580], [-3.658, 2.073, 1.554], [2.621, 2.330, -0.927], [3.041, 1.930, -2.580], [1.662, 1.160, -1.831], [2.949, 3.966, -3.629], [1.751, 5.953, -4.428], [-0.557, 6.419, -3.620], [-1.615, 4.890, -2.051], [-3.015, 3.490, -2.613], [-4.979, 2.900, -3.924], [-5.899, 0.597, -3.806], [-4.868, -1.063, -2.312], [-3.590, -1.128, 0.015], [-1.981, -0.429, -0.060], [-2.446, -1.685, -1.205], [-0.252, 5.081, 0.261], [-1.005, 6.769, 1.883], [-2.986, 6.309, 3.297], [-4.173, 4.170, 3.119], [-4.007, 1.822, 2.554], [-3.032, 1.244, 1.219], [-4.529, 2.119, 0.897]],
  "total_charge": 2,
  "e_lumo_ev": [-6.97, -6.96],
  "multiplicity": 1,
  "gap_ev": [6.5, 6.5],
  "max_force_ev_per_a": 0.50,
  "de_lowest_kcal_mol": 0.0
}